Record 1
{
  "formula": "C29H51NO15",
  "method": "ωB97M-V/def2-TZVPD",
  "smiles": "CCCCNOC(=O)OCc1ccccc1C.CCOC(=O)OC.CCOC(=O)OC.CCOC(=O)OC.CCOC(=O)OC",
  "gap_ev": 9.79,
  "spin_multiplicity": 1,
  "largest_force_ev_per_a": 1.73,
  "species": ["C", "C", "C", "C", "N", "O", "C", "O", "O", "C", "C", "C", "C", "C", "C", "C", "C", "H", "H", "H", "H", "H", "H", "H", "H", "H", "H", "H", "H", "H", "H", "H", "H", "H", "H", "H", "C", "C", "O", "C", "O", "O", "C", "H", "H", "H", "H", "H", "H", "H", "H", "C", "C", "O", "C", "O", "O", "C", "H", "H", "H", "H", "H", "H", "H", "H", "C", "C", "O", "C", "O", "O", "C", "H", "H", "H", "H", "H", "H", "H", "H", "C", "C", "O", "C", "O", "O", "C", "H", "H", "H", "H", "H", "H", "H", "H"],
  "xyz": [[0.6630, -4.2904, 4.8052], [1.7542, -4.1287, 3.7458], [1.6986, -2.7419, 3.0757], [2.7125, -1.7844, 3.6921], [2.3081, -0.3733, 3.5787], [1.9104, -0.1638, 2.2017], [1.0694, 0.8936, 2.1589], [1.2709, 1.8897, 2.8041], [0.0402, 0.7863, 1.3032], [-0.7937, -0.3699, 1.4697], [-1.7440, -0.2735, 2.6368], [-1.8060, 0.8686, 3.4310], [-2.6907, 0.9445, 4.4952], [-3.5393, -0.1161, 4.7607], [-3.4946, -1.2468, 3.9567], [-2.5987, -1.3491, 2.9006], [-2.5914, -2.6161, 2.0803], [0.5805, -5.3166, 5.1582], [-0.3022, -4.0157, 4.3724], [0.8234, -3.6143, 5.6472], [2.7372, -4.3028, 4.1847], [1.5616, -4.8717, 2.9695], [1.8702, -2.8261, 2.0053], [0.7100, -2.3155, 3.2652], [2.7684, -1.9849, 4.7633], [3.6980, -1.9206, 3.2357], [3.1350, 0.2073, 3.6842], [-1.3677, -0.4397, 0.5440], [-0.1842, -1.2711, 1.5313], [-1.1693, 1.7166, 3.2221], [-2.7069, 1.8432, 5.0983], [-4.2414, -0.0503, 5.5813], [-4.1775, -2.0657, 4.1531], [-2.0380, -2.5295, 1.1493], [-2.1459, -3.4286, 2.6601], [-3.6122, -2.9246, 1.8536], [-4.8617, 2.9500, 0.5785], [-5.1510, 2.3289, 1.9274], [-5.6619, 3.2891, 2.8688], [-6.9345, 3.6333, 2.7019], [-7.6901, 3.2001, 1.8713], [-7.2422, 4.5453, 3.6263], [-8.5748, 5.0545, 3.5318], [-4.1847, 3.7980, 0.6900], [-4.3948, 2.2145, -0.0771], [-5.7751, 3.3043, 0.1034], [-4.2340, 1.9570, 2.3796], [-5.8457, 1.4931, 1.8439], [-9.3005, 4.2445, 3.5376], [-8.6914, 5.6457, 2.6251], [-8.7138, 5.6853, 4.4044], [0.4425, 0.2841, -1.8973], [0.6538, 1.6955, -2.3949], [0.8686, 1.7455, -3.8175], [-0.2224, 1.5948, -4.5611], [-1.3483, 1.4551, -4.1610], [0.1440, 1.6252, -5.8450], [-0.9242, 1.4074, -6.7682], [1.2767, -0.3548, -2.1928], [0.3687, 0.2938, -0.8096], [-0.4710, -0.1444, -2.3093], [1.5594, 2.1211, -1.9669], [-0.1823, 2.3431, -2.1329], [-1.7468, 2.0993, -6.6041], [-1.2900, 0.3844, -6.6905], [-0.5080, 1.5687, -7.7585], [1.7317, -1.7104, -8.0170], [0.9230, -1.9797, -6.7678], [-0.0658, -3.0037, -6.9734], [0.3982, -4.2502, -6.9960], [1.5411, -4.5887, -6.8316], [-0.6278, -5.0700, -7.2260], [-0.2683, -6.4500, -7.3350], [1.0713, -1.4681, -8.8509], [2.4057, -0.8706, -7.8482], [2.3246, -2.5800, -8.2949], [0.3527, -1.0989, -6.4851], [1.5601, -2.2487, -5.9257], [0.2914, -6.7744, -6.4609], [0.3231, -6.6175, -8.2336], [-1.2045, -6.9955, -7.4017], [4.2644, 2.4393, 0.5719], [4.8457, 2.9738, 1.8607], [6.0652, 2.3030, 2.2262], [7.1452, 2.6640, 1.5384], [7.1956, 3.5035, 0.6785], [8.1750, 1.9357, 1.9722], [9.4023, 2.1781, 1.2787], [4.1195, 1.3592, 0.6386], [3.2977, 2.9051, 0.3784], [4.9184, 2.6370, -0.2761], [4.1643, 2.7857, 2.6886], [5.0195, 4.0480, 1.8087], [9.6507, 3.2367, 1.2899], [9.3318, 1.8276, 0.2504], [10.1604, 1.6119, 1.8111]],
  "mulliken_charge": [-0.968, -0.666, 0.347, -0.718, -0.396, -0.040, 0.447, -0.489, -0.383, -1.222, 1.093, -0.424, -0.843, -0.509, -0.762, 0.913, -1.674, 0.407, 0.115, 0.290, 0.328, 0.332, 0.307, -0.249, 0.378, 0.298, 0.195, 0.711, 0.244, 0.496, 0.409, 0.441, 0.450, 0.298, 0.211, 0.513, -1.268, 0.514, -0.344, 0.756, -0.561, -0.351, -0.640, 0.316, 0.338, 0.384, -0.257, 0.338, 0.299, 0.292, 0.221, -0.330, -0.287, -0.377, 0.838, -0.586, -0.348, -0.677, 0.333, -0.296, 0.386, 0.255, 0.332, 0.302, 0.314, 0.240, -1.224, 0.218, -0.351, 0.784, -0.558, -0.348, -0.640, 0.307, 0.349, 0.386, -0.104, 0.339, 0.298, 0.294, 0.222, -0.876, -0.352, -0.356, 0.771, -0.555, -0.346, -0.639, 0.210, 0.254, 0.469, 0.248, 0.372, 0.299, 0.292, 0.220]
}

Record 2
{
  "formula": "C29H52Br12N6O4PS",
  "method": "ωB97M-V/def2-TZVPD",
  "gap_ev": 8.55,
  "spin_multiplicity": 1,
  "total_charge": 1,
  "largest_force_ev_per_a": 3.87,
  "species": ["C", "C", "C", "C", "C", "C", "C", "C", "C", "C", "O", "N", "C", "C", "S", "C", "N", "N", "C", "O", "C", "N", "C", "C", "C", "O", "N", "P", "N", "C", "C", "O", "C", "C", "C", "C", "C", "H", "H", "H", "H", "H", "H", "H", "H", "H", "H", "H", "H", "H", "H", "H", "H", "H", "H", "H", "H", "H", "H", "H", "H", "H", "H", "H", "H", "H", "H", "H", "H", "H", "H", "H", "H", "H", "H", "H", "H", "H", "H", "H", "H", "H", "H", "H", "H", "C", "Br", "Br", "Br", "H", "C", "Br", "Br", "Br", "H", "C", "Br", "Br", "Br", "H", "C", "Br", "Br", "Br", "H"],
  "xyz": [[1.1714, -0.7434, 4.2561], [-0.0721, -0.4482, 3.3848], [0.3115, 0.5672, 2.2920], [-0.5340, 0.5012, 0.9764], [-1.9966, 0.6670, 1.4463], [-2.4033, 1.7072, 2.4994], [-0.2384, -0.9579, 0.4435], [-1.2932, -2.0483, 0.5404], [-2.5152, -1.8811, -0.3868], [-3.8318, -1.6326, 0.3055], [-3.3893, -2.9329, -0.3767], [0.4608, -0.9244, -0.9178], [0.8042, -2.2505, -1.4740], [-0.1748, -2.8018, -2.5098], [-0.1304, -4.6204, -2.6324], [-0.1831, -5.1666, -0.9902], [-1.2045, -5.5562, -0.3052], [-0.7648, -5.8707, 0.9398], [0.5087, -5.6667, 0.9686], [0.9383, -5.2163, -0.2186], [1.5859, -0.1841, -0.5957], [2.7361, -0.7187, -0.3081], [3.9401, 0.0133, 0.1200], [5.0848, -0.9462, 0.4334], [4.7380, -2.0594, 1.3977], [4.4235, -1.5054, 2.6627], [1.4137, 1.1719, -0.4868], [2.2332, 1.9967, -1.7958], [3.1940, 3.1397, -1.3709], [0.0289, 1.6069, -0.0239], [0.4602, 2.9059, 0.7137], [-0.5673, 3.5352, 1.4246], [-0.1234, 4.4278, 2.4282], [-0.8499, 2.0730, -1.2221], [-0.9520, 1.1472, -2.4433], [-2.2291, 2.7202, -0.9161], [-3.4541, 1.9814, -1.4935], [1.9651, -1.1034, 3.5990], [1.4820, 0.1151, 4.8441], [0.9246, -1.5908, 4.8975], [-0.8107, -0.0177, 4.0573], [-0.3954, -1.4167, 3.0116], [0.2436, 1.5455, 2.7601], [1.3726, 0.4046, 2.0718], [-2.7134, 0.7270, 0.6298], [-2.2922, -0.2597, 1.9357], [-2.5953, 2.7104, 2.1327], [-3.3647, 1.3941, 2.9209], [-1.7401, 1.7912, 3.3573], [0.5777, -1.3371, 1.0759], [-1.7529, -2.1551, 1.5183], [-0.8841, -3.0364, 0.3272], [-2.3770, -1.3507, -1.3283], [-4.6128, -1.3817, -0.4018], [-4.0680, -2.0993, 1.2516], [1.0190, -2.9582, -0.6688], [1.7606, -2.1493, -1.9910], [-1.1863, -2.4236, -2.4264], [0.1855, -2.4989, -3.4929], [1.1540, -5.7907, 1.8172], [2.8464, -1.7217, -0.3566], [3.6830, 0.6643, 0.9543], [4.2752, 0.6534, -0.6958], [5.8765, -0.3561, 0.8933], [5.4670, -1.3596, -0.5008], [5.6263, -2.6931, 1.4912], [3.9460, -2.7300, 1.0320], [4.1992, -2.2376, 3.2459], [2.9748, 0.9673, -2.3891], [1.3430, 2.4933, -2.7530], [3.1918, 3.3262, -0.3764], [0.8435, 3.6218, -0.0268], [1.3159, 2.7130, 1.3679], [-0.3360, 4.0394, 3.4269], [0.9521, 4.6174, 2.3750], [-0.6175, 5.3883, 2.2895], [-0.3177, 2.9385, -1.6317], [-1.5692, 0.2671, -2.2948], [0.0109, 0.8102, -2.8256], [-1.3960, 1.7372, -3.2465], [-2.4275, 2.8639, 0.1386], [-2.2696, 3.7157, -1.3614], [-3.5263, 2.1329, -2.5695], [-4.3660, 2.3569, -1.0337], [-3.4217, 0.9078, -1.3036], [-5.7175, 4.2096, 2.2334], [-5.7435, 2.2931, 2.4045], [-4.8708, 5.0545, 3.7361], [-4.8874, 4.7114, 0.5751], [-6.7427, 4.5488, 2.2065], [4.1045, 1.6490, -6.0936], [5.7181, 2.6739, -5.9543], [2.8415, 2.1400, -4.7045], [3.3083, 1.7777, -7.8332], [4.3626, 0.6127, -5.9317], [2.1827, -9.9378, 0.2821], [1.0575, -8.3667, 0.2440], [1.3172, -11.3961, 1.1797], [2.7736, -10.4275, -1.4806], [3.0617, -9.6829, 0.8552], [-3.6186, 6.3384, -2.7257], [-2.3653, 5.2428, -3.7004], [-3.0925, 8.1834, -2.7159], [-5.4091, 6.1124, -3.3906], [-3.6026, 5.9980, -1.7000]],
  "mulliken_charge": [-1.596, -0.234, -2.212, 2.868, -0.733, -2.124, -0.008, -0.320, 0.972, -1.777, -0.633, 1.168, -1.772, -0.848, -0.227, 0.442, -0.056, -0.342, -0.312, -0.209, -1.894, 0.549, -0.484, -1.101, -0.383, -0.557, 1.037, 0.693, -0.909, 0.300, -2.098, -0.148, -0.926, 1.183, -1.506, 0.563, -1.365, 0.223, 0.368, 0.487, 0.510, 0.064, 0.864, 0.361, 0.156, 0.619, -0.029, 0.464, 0.107, 0.174, 1.326, -1.077, 0.352, 0.410, 0.380, 0.812, 1.072, 0.219, 0.552, 0.487, 0.314, 0.350, 0.421, 0.452, 0.381, 0.449, 0.233, 0.300, 0.051, -0.180, 0.260, 1.028, 0.734, 0.243, 0.376, 0.312, 0.394, 0.268, 0.099, 0.623, -0.579, -0.499, 0.356, 0.301, 0.166, -0.362, -0.005, -0.007, 0.043, 0.379, -0.405, 0.012, 0.168, -0.006, 0.342, -0.367, 0.147, -0.001, -0.005, 0.348, 0.303, 0.003, -0.005, 0.008, -0.351]
}

Record 3
{
  "formula": "C29H52Cl4F2O27",
  "method": "ωB97M-V/def2-TZVPD",
  "smiles": "O=C1OC[C@@H](F)O1.O=C1OC[C@@H](F)O1.COC(=O)OC.COC(=O)OC.COC(=O)OC.COC(=O)OC.COC(=O)OC.COC(=O)OC.COC(=O)OC.ClCCl.ClCCl",
  "gap_ev": 10.43,
  "spin_multiplicity": 1,
  "largest_force_ev_per_a": 6.13,
  "species": ["O", "C", "O", "C", "C", "F", "O", "H", "H", "H", "O", "C", "O", "C", "C", "F", "O", "H", "H", "H", "C", "O", "C", "O", "O", "C", "H", "H", "H", "H", "H", "H", "C", "O", "C", "O", "O", "C", "H", "H", "H", "H", "H", "H", "C", "O", "C", "O", "O", "C", "H", "H", "H", "H", "H", "H", "C", "O", "C", "O", "O", "C", "H", "H", "H", "H", "H", "H", "C", "O", "C", "O", "O", "C", "H", "H", "H", "H", "H", "H", "C", "O", "C", "O", "O", "C", "H", "H", "H", "H", "H", "H", "C", "O", "C", "O", "O", "C", "H", "H", "H", "H", "H", "H", "Cl", "C", "Cl", "H", "H", "Cl", "C", "Cl", "H", "H"],
  "xyz": [[1.3734, 3.8680, -10.6855], [0.3598, 3.2945, -10.3118], [0.4295, 2.1396, -9.5245], [-0.8273, 1.6814, -9.1068], [-1.7541, 2.8460, -9.6137], [-2.0950, 3.6606, -8.5643], [-0.9662, 3.5635, -10.5287], [-0.9616, 0.7189, -9.6003], [-0.7338, 1.5813, -8.0254], [-2.5908, 2.3991, -10.1506], [-5.3748, 1.8296, 2.7268], [-5.5618, 1.7859, 1.4976], [-5.7640, 2.9018, 0.7581], [-5.8043, 2.5626, -0.6255], [-5.9321, 1.0710, -0.7247], [-5.0156, 0.4258, -1.5399], [-5.5738, 0.7564, 0.6871], [-6.8078, 2.8609, -0.9291], [-5.0033, 2.9658, -1.2452], [-6.8726, 0.5309, -0.8338], [-0.8014, -4.5911, 8.0999], [-1.1652, -3.4683, 8.8497], [-0.7338, -2.1893, 8.5698], [0.2087, -1.9750, 7.7987], [-1.4726, -1.3012, 9.2307], [-1.2203, 0.1066, 9.1222], [-1.5757, -5.3578, 8.1258], [0.1680, -4.9490, 8.4467], [-0.6704, -4.3379, 7.0478], [-1.9609, 0.6555, 9.7039], [-1.4363, 0.3852, 8.0908], [-0.2240, 0.4491, 9.4016], [1.3881, 5.9362, -3.8613], [2.5250, 6.5939, -3.4755], [2.6998, 7.9057, -3.6993], [2.0621, 8.5360, -4.5157], [3.7219, 8.3484, -2.9476], [4.1757, 9.6555, -3.0455], [1.1025, 6.1028, -4.8999], [0.5332, 5.8657, -3.1887], [1.8131, 4.9331, -3.8249], [4.0019, 10.2949, -2.1800], [3.8262, 10.1241, -3.9655], [5.2620, 9.7137, -3.1139], [4.3393, -3.3287, -1.8343], [5.1303, -4.4240, -2.3720], [5.4180, -5.5403, -1.7165], [4.7637, -5.8657, -0.7023], [6.1911, -6.2867, -2.4072], [6.7164, -7.4953, -1.9583], [4.0646, -2.6904, -2.6741], [4.8993, -2.8562, -1.0274], [3.3720, -3.6218, -1.4262], [7.7393, -7.7333, -2.2499], [6.2979, -8.1763, -2.6994], [6.4743, -7.7744, -0.9328], [-3.8186, -7.4054, 4.3797], [-3.5786, -6.0006, 4.4286], [-4.4543, -5.1114, 5.0766], [-5.4867, -5.4054, 5.7490], [-3.9154, -3.8668, 4.9670], [-4.7515, -2.7273, 5.4119], [-4.8497, -7.5582, 4.0609], [-3.7708, -7.7408, 5.4157], [-3.0179, -7.7955, 3.7513], [-4.1810, -1.8605, 5.7455], [-5.3768, -2.9410, 6.2788], [-5.2874, -2.5215, 4.4853], [-0.1896, -5.1733, -5.2329], [-1.2139, -5.4082, -6.1722], [-1.8357, -4.4519, -6.9144], [-1.4773, -3.2364, -6.9217], [-2.8122, -5.0261, -7.6330], [-3.6036, -4.2973, -8.5383], [0.1176, -4.1284, -5.2755], [0.6800, -5.8304, -5.2431], [-0.6770, -5.2368, -4.2600], [-2.9467, -3.7929, -9.2470], [-4.2392, -3.5779, -8.0220], [-4.3001, -4.9766, -9.0297], [3.9402, 2.9833, 6.6073], [3.3010, 3.0392, 7.9066], [3.9969, 3.0998, 9.0233], [5.1952, 3.1269, 9.2006], [3.1506, 3.1329, 10.0818], [3.5235, 2.9300, 11.4528], [3.2016, 2.8922, 5.8108], [4.4894, 2.0420, 6.5871], [4.6368, 3.7764, 6.3354], [2.5762, 2.9397, 11.9919], [4.2748, 3.6091, 11.8560], [4.0853, 2.0330, 11.7133], [-0.6852, -0.1684, -2.5123], [-0.5629, -0.5474, -1.1867], [-0.6753, 0.4814, -0.2256], [-1.0038, 1.6821, -0.3177], [-0.4481, -0.1146, 0.9188], [-0.3893, 0.5132, 2.1962], [-0.6871, 0.9204, -2.5643], [-1.4795, -0.5550, -3.1507], [0.2570, -0.6114, -2.8351], [-1.2948, 1.0047, 2.5518], [0.4049, 1.2595, 2.1731], [-0.1053, -0.2375, 2.9337], [-1.0004, 5.2215, 3.9077], [-1.9965, 6.0157, 2.5447], [-3.6034, 6.4972, 3.3115], [-1.4492, 6.8743, 2.1556], [-2.2649, 5.4642, 1.6436], [3.7428, -0.8162, -6.9223], [4.7610, 0.4488, -7.6804], [4.8905, 0.2096, -9.4058], [4.3006, 1.4312, -7.5753], [5.7465, 0.4056, -7.2167]],
  "mulliken_charge": [-0.511, 0.662, -0.312, -0.338, 0.356, -0.281, -0.325, 0.259, 0.226, 0.264, -0.580, 0.732, -0.339, -0.338, 0.273, -0.250, -0.336, 0.260, 0.320, 0.252, -0.630, -0.313, 0.771, -0.581, -0.284, -0.615, 0.227, 0.298, 0.313, 0.248, 0.284, 0.283, -0.691, -0.289, 0.803, -0.555, -0.305, -0.674, 0.323, 0.289, 0.259, 0.261, 0.329, 0.251, -0.618, -0.322, 0.820, -0.618, -0.283, -0.681, 0.224, 0.297, 0.304, 0.279, 0.265, 0.333, -0.586, -0.275, 0.721, -0.580, -0.244, -0.649, 0.288, 0.284, 0.200, 0.232, 0.312, 0.296, -0.656, -0.299, 0.813, -0.612, -0.286, -0.600, 0.328, 0.248, 0.272, 0.286, 0.286, 0.221, -0.637, -0.255, 0.739, -0.568, -0.308, -0.656, 0.236, 0.305, 0.293, 0.244, 0.301, 0.305, -0.624, -0.278, 0.846, -0.625, -0.309, -0.604, 0.324, 0.245, 0.223, 0.266, 0.298, 0.242, -0.147, -0.246, -0.158, 0.305, 0.249, -0.136, -0.275, -0.145, 0.260, 0.297]
}